Here is BH4Rb as an isolated structure in a non-equilibrium geometry from OMol25. Energies are from ωB97M-V/def2-TZVPD.

Values from the calculation:
Gap between HOMO and LUMO in Ha: 0.3075
Molar mass in u: 100.3

Cartesian coordinates (Å):
Rb -1.03 1.54 0.16
B 0.17 -0.30 -0.07
H 0.66 0.34 0.65
H -0.49 0.25 -0.72
H 1.00 -0.79 -0.55
H -0.32 -1.04 0.53